No. 1
Density functional theory data (ωB97M-V/def2-TZVPD) for a molecular structure, C40H58ClN4OP2W.

Each line ends with the Löwdin charge.
Positions of all 107 atoms, in Å:
W: -0.078 -0.100 1.189  1.331
C: 0.292 -1.748 -3.046  -0.084
C: -0.042 -2.781 -1.966  -0.481
C: 0.982 -3.913 -1.921  -0.080
P: -0.239 -2.061 -0.275  1.039
C: -1.739 -2.742 0.513  -0.510
C: -1.749 -4.223 0.877  -0.062
C: -2.111 -1.846 1.704  -0.142
C: 1.272 -2.334 0.724  -0.321
C: 1.653 -3.554 1.322  -0.050
C: 2.912 -3.695 1.856  -0.010
C: 3.816 -2.622 1.839  0.008
C: 3.463 -1.397 1.312  0.004
C: 2.196 -1.254 0.753  -0.300
N: 1.645 0.015 0.365  -0.162
C: 2.301 1.087 -0.333  -0.271
C: 3.519 0.937 -0.960  0.005
C: 4.083 2.051 -1.575  -0.010
C: 3.430 3.275 -1.548  -0.014
C: 2.181 3.394 -0.939  -0.037
C: 1.602 2.287 -0.339  -0.290
P: -0.080 2.232 0.338  0.993
C: -1.259 2.477 -1.049  -0.511
C: -0.859 1.607 -2.240  -0.100
C: -1.383 3.954 -1.443  -0.068
C: -0.247 3.593 1.520  -0.499
C: 0.822 3.488 2.634  -0.079
C: -1.710 3.700 2.006  -0.087
H: 0.443 -2.271 -3.992  0.104
H: 1.218 -1.211 -2.816  0.086
H: -0.507 -1.026 -3.195  0.064
H: -1.041 -3.190 -2.143  0.124
H: 1.988 -3.537 -1.721  0.093
H: 0.989 -4.384 -2.907  0.108
H: 0.742 -4.689 -1.191  0.077
H: -2.479 -2.563 -0.274  0.126
H: -1.125 -4.425 1.749  0.080
H: -1.416 -4.853 0.051  0.089
H: -2.768 -4.527 1.124  0.104
H: -1.520 -2.074 2.592  0.073
H: -3.165 -1.938 1.975  0.107
H: -2.067 -0.763 1.446  0.016
H: 0.977 -4.399 1.315  0.108
H: 3.212 -4.647 2.278  0.135
H: 4.806 -2.751 2.261  0.138
H: 4.144 -0.557 1.351  0.134
H: 4.034 -0.016 -0.974  0.124
H: 5.042 1.958 -2.069  0.132
H: 3.888 4.143 -2.007  0.131
H: 1.679 4.354 -0.937  0.117
H: -2.218 2.125 -0.658  0.108
H: 0.016 2.018 -2.748  0.099
H: -1.682 1.574 -2.955  0.106
H: -0.625 0.584 -1.952  0.015
H: -0.421 4.374 -1.746  0.081
H: -1.806 4.576 -0.656  0.070
H: -2.046 4.026 -2.307  0.105
H: -0.020 4.470 0.912  0.112
H: 1.193 2.476 2.803  0.047
H: 0.411 3.845 3.579  0.088
H: 1.689 4.104 2.400  0.091
H: -2.271 2.761 1.943  0.049
H: -2.271 4.424 1.418  0.083
H: -1.736 4.038 3.043  0.090
C: -2.087 -1.690 7.761  -0.037
C: -3.175 -1.536 6.684  -0.484
C: -2.787 -2.358 5.442  -0.034
C: -4.449 -2.196 7.243  -0.027
C: -3.411 -0.011 6.365  -0.420
O: -4.089 0.634 7.433  0.024
C: -4.143 0.289 5.048  -0.131
C: -5.617 -0.103 4.842  -0.097
C: -5.838 -0.496 3.388  -0.228
C: -6.429 -1.696 3.022  -0.014
C: -6.549 -2.071 1.682  -0.084
C: -6.092 -1.222 0.697  -0.687
Cl: -6.192 -1.682 -0.979  0.682
C: -5.555 0.007 1.027  -0.120
C: -5.420 0.353 2.368  -0.056
C: -2.093 0.845 6.391  0.007
N: -1.161 0.572 5.255  -0.026
C: -1.313 0.891 3.995  -0.116
N: -0.363 0.272 3.274  -0.113
C: 0.421 -0.356 4.240  -0.156
N: -0.039 -0.192 5.438  0.179
H: -2.116 -2.703 8.166  0.098
H: -2.245 -1.002 8.596  0.104
H: -1.077 -1.536 7.369  0.071
H: -2.566 -3.383 5.754  0.102
H: -1.893 -1.990 4.940  0.050
H: -3.609 -2.413 4.718  0.084
H: -4.220 -3.237 7.479  0.103
H: -5.279 -2.214 6.538  0.072
H: -4.787 -1.750 8.183  0.103
H: -4.796 0.072 7.769  0.100
H: -3.588 -0.174 4.229  0.080
H: -4.073 1.375 4.914  0.123
H: -6.270 0.729 5.104  0.138
H: -5.907 -0.919 5.495  0.089
H: -6.789 -2.373 3.791  0.126
H: -6.996 -3.019 1.411  0.118
H: -5.264 0.691 0.234  0.103
H: -5.015 1.334 2.618  0.115
H: -1.515 0.683 7.289  0.131
H: -2.381 1.892 6.355  0.147
H: -2.122 1.483 3.610  0.125
H: 1.303 -0.940 4.022  0.131

## Properties
- <S²> = 2.067
- HOMO level (alpha / beta) (eV) = -15.3 / -15.3
- frontier orbital gap (alpha / beta) (eV) = 5.2 / 5.2
- charge = +3
- spin multiplicity = 3
- ΔE to the lowest compared entry with this formula, charge and spin (kJ/mol) = 0.0


No. 2
Density functional theory data (ωB97M-V/def2-TZVPD) for a molecular structure, C40H59BN6ORhS3 in a non-equilibrium geometry.

Each line ends with the Löwdin charge.
Positions of all 111 atoms, in Å:
Rh: -0.405 0.297 1.510  0.409
C: 1.133 4.886 -0.506  -0.050
C: 0.234 3.833 -1.071  -0.250
C: -0.367 4.013 -2.296  0.092
C: -1.268 2.984 -2.774  -0.158
N: -1.455 1.853 -2.169  0.189
N: -0.610 1.595 -1.090  0.003
B: -0.658 0.111 -0.779  -0.700
N: -2.026 -0.408 -1.093  -0.010
N: -2.088 -1.619 -1.651  0.202
C: -3.253 -1.978 -2.168  -0.213
C: -4.371 -1.141 -2.000  0.061
C: -4.357 -0.170 -1.026  -0.234
C: -5.624 0.489 -0.525  -0.032
C: -3.111 0.169 -0.486  -0.555
S: -2.785 1.085 0.978  0.742
C: -3.373 -3.317 -2.837  -0.528
C: -3.968 -3.043 -4.270  -0.016
C: -4.477 -4.044 -1.993  -0.023
C: -2.045 -4.000 -2.866  -0.057
N: 0.442 -0.797 -1.265  0.027
N: 0.376 -0.919 -2.659  0.215
C: 1.403 -1.495 -3.205  -0.210
C: 2.497 -1.937 -2.426  0.085
C: 2.475 -1.963 -1.031  -0.237
C: 3.662 -2.578 -0.369  -0.030
C: 1.341 -1.367 -0.471  -0.565
S: 0.945 -1.538 1.219  0.717
C: 1.287 -1.707 -4.699  -0.532
C: -0.019 -1.125 -5.243  -0.056
C: 2.451 -0.955 -5.404  -0.035
C: 1.474 -3.215 -5.032  -0.026
C: 0.156 2.542 -0.494  -0.542
S: 0.947 2.233 1.035  0.768
C: -2.159 3.263 -4.030  -0.531
C: -1.418 3.195 -5.360  -0.053
C: -3.337 2.213 -4.078  -0.038
C: -2.798 4.654 -4.032  -0.068
H: 0.655 5.848 -0.419  0.092
H: 2.000 4.970 -1.157  0.099
H: 1.513 4.498 0.467  0.032
H: -0.295 5.029 -2.767  0.150
H: -5.269 -1.350 -2.544  0.124
H: -6.435 -0.279 -0.539  0.099
H: -5.965 1.241 -1.270  0.096
H: -5.499 0.976 0.461  0.065
H: -4.971 -2.697 -4.154  0.056
H: -4.031 -3.987 -4.865  0.105
H: -3.340 -2.285 -4.818  0.097
H: -5.416 -3.514 -2.099  0.072
H: -4.181 -4.218 -0.935  0.107
H: -4.659 -5.031 -2.410  0.085
H: -1.369 -3.370 -3.443  0.049
H: -2.096 -5.023 -3.232  0.095
H: -1.479 -4.039 -1.900  0.102
H: 3.422 -2.212 -2.878  0.125
H: 3.865 -3.504 -0.986  0.116
H: 3.418 -2.807 0.657  0.056
H: 4.522 -1.875 -0.393  0.113
H: -0.192 -0.092 -4.960  0.060
H: -0.922 -1.662 -4.913  0.064
H: 0.001 -1.127 -6.371  0.109
H: 2.627 0.048 -5.022  0.089
H: 2.225 -1.014 -6.478  0.094
H: 3.391 -1.493 -5.187  0.083
H: 0.728 -3.867 -4.465  0.102
H: 2.478 -3.527 -4.778  0.073
H: 1.312 -3.412 -6.088  0.088
H: -1.032 2.181 -5.476  0.070
H: -0.610 3.928 -5.278  0.081
H: -2.057 3.476 -6.292  0.131
H: -2.948 1.282 -3.813  0.029
H: -3.797 2.268 -5.041  0.073
H: -4.147 2.487 -3.289  0.117
H: -2.008 5.402 -4.145  0.073
H: -3.335 4.900 -3.103  0.098
H: -3.456 4.700 -4.909  0.095
C: -0.282 0.903 3.468  -0.264
H: 0.792 1.053 3.563  -0.042
H: -0.624 0.099 4.220  0.053
H: -0.741 1.929 3.589  0.030
C: 1.201 2.787 7.147  -0.058
C: 1.949 2.562 5.829  -0.390
C: 2.771 3.797 5.504  -0.106
C: 2.891 1.354 5.821  -0.077
C: 4.199 1.454 5.360  -0.028
C: 5.130 0.389 5.546  -0.032
C: 4.681 -0.820 6.060  -0.032
C: 3.346 -1.043 6.442  -0.099
C: 2.950 -2.331 7.066  -0.361
C: 1.644 -2.438 7.869  -0.068
C: 3.013 -3.491 6.023  -0.055
C: 2.381 0.042 6.343  -0.277
O: 1.178 -0.150 6.628  0.041
H: 0.383 3.507 7.093  0.077
H: 1.905 3.070 7.980  0.103
H: 0.761 1.781 7.394  0.075
H: 1.253 2.427 5.016  0.098
H: 3.669 3.840 6.171  0.098
H: 2.066 4.668 5.582  0.098
H: 3.205 3.750 4.479  0.074
H: 4.461 2.415 4.858  0.101
H: 6.146 0.521 5.288  0.094
H: 5.423 -1.587 6.125  0.109
H: 3.833 -2.507 7.699  0.139
H: 0.810 -2.512 7.169  0.076
H: 1.475 -1.641 8.538  0.064
H: 1.601 -3.458 8.322  0.091
H: 2.306 -3.265 5.230  0.075
H: 2.729 -4.453 6.511  0.089
H: 3.998 -3.598 5.555  0.071

## Properties
- <S²> = 6.065
- HOMO level (alpha / beta) (eV) = -9.7 / -10.6
- frontier orbital gap (alpha / beta) (eV) = 6.3 / 6.3
- charge = +1
- spin multiplicity = 5
- ΔE to the lowest compared entry with this formula, charge and spin (kJ/mol) = 93.2


For reference, total energy by record: -83330.1104; -89607.2290 eV.
For reference, M by record: 892.17; 849.87 g mol⁻¹.